This record from the OMol25 dataset describes C21H31ClO10P4V as an isolated structure. The level of theory is wB97M-V/def2-TZVPD.

Structure (XYZ):
```
68
Properties=species:S:1:pos:R:3:forces:R:3
H 2.847648 -2.970128 0.622545 0.03 -0.01 0.11
H 4.552161 2.841515 -0.427718 0.02 0.02 -0.03
O 3.479473 1.477510 1.379253 -0.10 0.01 0.03
C 0.060298 -1.304820 -1.899513 0.73 -0.34 0.35
H 4.184739 2.767145 -2.173616 -0.05 -0.01 -0.03
C -2.813790 -0.813796 2.696629 0.07 -0.04 -0.02
Cl 0.744408 -0.196477 4.413689 0.24 -0.06 0.05
H 2.578812 -1.366944 1.353766 0.07 0.07 0.05
H -2.213508 1.764809 2.466077 0.00 0.03 0.06
H 0.926108 -4.787383 0.412796 -0.05 -0.01 0.01
O -4.271494 3.260530 -1.226846 0.14 -0.03 0.38
H -0.562622 1.329495 -3.110065 -0.01 0.11 -0.01
O -3.778448 3.906592 1.156333 0.05 -0.11 0.03
C -2.535920 -1.008227 -0.960068 0.20 0.02 -0.10
C 1.102314 -2.244614 -3.885486 0.04 -0.09 -0.06
H -0.212042 6.129399 -0.869491 0.06 0.07 0.19
C 1.783705 -3.172762 -3.116668 0.08 -0.06 -0.13
H -0.431195 -2.643010 5.100143 0.03 0.04 0.00
H -3.356666 -0.326214 -0.746973 -0.01 0.00 0.04
V -0.590569 1.644460 0.546238 0.08 -0.22 0.66
H 3.219679 -0.629371 -1.110776 -0.02 -0.06 -0.04
H 2.218374 -2.821184 2.287218 -0.01 0.00 0.11
C 2.941474 1.501877 -0.930276 -0.07 0.13 0.48
H -4.101151 -2.505917 2.894972 -0.02 0.03 -0.01
O -0.320894 5.814213 0.037947 0.03 -0.24 -0.21
O -2.048738 4.189130 -0.738242 0.23 -0.41 0.63
P -0.550697 4.206348 -0.075931 -0.02 1.74 -0.59
C -0.764775 -0.904600 3.905834 -0.29 0.01 -0.16
C -1.604118 -0.161427 3.040679 0.01 -0.10 0.26
H -2.604126 -3.688571 4.490388 0.03 -0.02 -0.03
H -0.801012 -4.383475 0.222265 0.02 -0.03 0.01
H 4.257367 0.328768 -2.187942 -0.08 0.01 -0.05
C 0.747562 -2.273371 -1.117594 -0.34 0.53 -0.64
H 4.606162 0.256846 -0.441144 0.01 -0.04 -0.01
P 0.457832 -2.340528 0.691653 -0.05 -0.33 0.39
C -3.159079 -2.053220 3.188161 -0.04 -0.01 0.01
C 0.264000 -1.326128 -3.279506 -0.11 0.13 -0.11
C -2.319786 -2.729241 4.073887 0.03 -0.16 0.00
H 1.231504 -2.232847 -4.961921 0.01 0.05 0.00
C 2.529429 1.483998 0.591444 0.31 -0.18 0.32
H 2.134115 -3.910290 -1.150684 -0.02 0.01 -0.03
H -2.063796 1.807049 -2.293995 -0.01 0.02 -0.05
C 0.105928 -4.171010 0.791392 0.03 0.24 -0.01
C 3.815844 0.280460 -1.189334 -0.16 0.02 0.03
O -0.572830 3.647558 1.300515 -0.01 0.17 0.34
O 1.831022 1.464781 -1.795014 0.01 0.20 -0.16
H -2.054315 0.352112 -3.308582 0.02 0.04 -0.06
C 2.205748 -2.388051 1.288679 -0.15 0.14 -0.16
H 3.113069 3.652921 -1.063149 -0.06 0.08 -0.01
O -2.627864 1.840279 0.045481 0.55 0.10 -0.18
H 1.371542 2.319395 -1.648390 -0.26 -0.25 -0.07
C -1.314047 1.159497 2.571491 0.12 -0.09 -0.07
H -0.081026 -4.418569 1.834512 -0.03 -0.04 0.11
P -0.988589 0.005144 -1.108482 -0.54 -1.18 -0.50
H -0.229526 -0.596147 -3.908012 0.06 -0.08 0.05
H -2.420865 -1.709788 -0.133347 -0.04 0.00 0.03
H 2.465267 -3.876875 -3.580973 -0.02 -0.02 0.00
H -0.547572 1.676402 3.144749 -0.03 0.04 0.00
O 0.368429 3.677775 -1.128867 -0.04 -0.44 0.10
C 1.595876 -3.182452 -1.748200 -0.06 0.07 0.14
H -3.471727 -0.285540 2.015871 -0.04 -0.01 0.00
C -1.464041 0.962785 -2.620938 0.09 -0.14 0.12
O 1.299853 1.441942 0.943331 0.75 -0.03 -0.89
C -1.109437 -2.142753 4.418595 -0.02 -0.02 -0.07
P -3.162534 3.242620 -0.008994 -1.36 1.01 -0.61
C 3.755065 2.779349 -1.168100 0.03 -0.09 0.12
H -4.925267 3.902944 -0.920044 0.03 -0.14 -0.13
H -2.720742 -1.549919 -1.891653 -0.07 -0.03 0.03
```
Forces are in eV/Å.

## Properties
**ΔE to the lowest compared entry with this formula, charge and spin**: 0.7506 eV
**2S+1**: 2
**<S²>**: 0.8218
**Total charge**: -2
**HOMO level (alpha / beta)**: -0.58 / 0.25 eV
**Gap between HOMO and LUMO (alpha / beta)**: 5.1679 / 4.3415 eV

This record from the OMol25 dataset describes C37H67AsGeKN6O2S3Sb as an isolated structure. The level of theory is wB97M-V/def2-TZVPD.

Structure (XYZ):
```
119
Properties=species:S:1:pos:R:3:forces:R:3
H 0.884128 -2.505817 5.231102 0.00 -0.04 -0.05
H -2.110444 3.698124 -3.995110 0.04 -0.01 -0.01
H -0.980056 -3.996614 3.863252 0.05 0.05 0.02
H 2.764724 3.559730 4.462625 0.09 0.04 -0.12
H -4.814432 -6.225464 -2.393509 0.12 0.04 0.02
H -3.630030 0.486663 -4.938376 -0.01 0.00 -0.13
H 3.249127 1.393256 -3.354644 0.03 0.01 0.09
H 1.375947 -3.333381 3.739594 -0.02 0.03 0.03
C 1.350390 4.433200 -2.131904 0.20 -0.01 -0.10
C -3.364381 -4.681994 -2.895879 0.23 0.12 0.18
H -3.990455 0.273091 1.150300 0.06 0.06 0.03
N -2.730075 1.960843 -2.325511 -0.07 0.26 -0.49
H -0.667058 4.740705 -3.907049 -0.04 0.05 0.03
H -7.872604 -1.170205 2.279644 0.06 0.00 -0.03
H -4.553989 1.398149 -3.811889 0.03 0.01 0.04
C 5.446095 2.420279 1.667574 0.20 0.04 -0.24
C 2.350557 5.054297 -1.398905 -0.03 -0.07 -0.17
C 3.320501 -1.550826 -4.103212 -0.20 0.01 0.03
H 2.949126 5.684667 0.580959 -0.07 -0.04 -0.03
H 3.424247 0.555785 4.671269 0.14 0.04 -0.10
H 4.820088 -2.940505 -0.092155 -0.02 0.02 -0.02
H 4.205380 -1.847640 -3.535427 -0.08 0.01 -0.05
C 0.898461 -1.229371 3.456577 -0.23 -0.11 -0.07
H 2.685965 -1.799753 0.473251 0.09 0.05 -0.03
H 4.423293 4.095740 4.091731 -0.11 -0.03 -0.04
H 5.101997 1.153435 4.575647 -0.11 -0.07 -0.05
H 3.246916 2.187638 -1.785291 0.05 0.03 -0.01
H 5.903921 1.474918 1.349235 -0.03 0.13 0.02
S -2.915088 0.367979 4.384847 0.07 -0.09 -0.21
H 1.474814 4.256917 -3.194153 -0.01 0.04 0.07
S -1.062551 0.744546 -4.148403 -0.40 -0.54 -0.01
H 1.197531 -1.158620 -3.814696 0.07 -0.07 0.03
H -0.035366 1.850569 4.911226 0.00 -0.05 0.12
C -0.897164 3.340377 -2.300552 0.13 0.33 0.11
H -2.640450 3.602801 5.327013 0.04 0.02 0.18
H -5.221208 -3.602893 -0.074961 0.00 0.10 0.04
C 2.134128 1.623829 1.696866 0.11 -0.20 -0.30
C 1.013406 4.740195 0.527306 -0.23 -0.17 -0.14
K -0.586572 0.331366 0.363583 1.72 0.67 -0.08
N -2.024779 -4.228949 -2.514534 0.00 -0.11 0.30
C -2.547958 1.278840 -3.426065 0.12 -0.24 0.28
C -0.928576 -4.791851 -3.286131 -0.11 0.16 -0.05
C 3.375221 -1.306983 -0.223307 0.16 -0.33 -0.16
C -1.049491 3.730633 -3.735855 0.17 0.63 -0.04
C -6.660077 -2.498917 1.095045 0.07 0.03 0.00
H -6.144318 0.614965 2.334205 0.02 -0.03 -0.01
H -3.808020 -5.657553 -1.037397 -0.02 -0.03 -0.08
C 0.700218 -2.581109 4.157006 -0.12 0.01 0.00
C -3.806021 -5.907783 -2.101196 0.05 -0.01 0.05
H -0.099648 3.443174 4.108787 0.00 -0.11 -0.01
C -0.830850 -2.398634 2.386652 -0.04 0.18 0.44
H 2.179304 0.563358 1.410340 -0.04 -0.03 0.09
H 4.568076 -0.188066 3.534219 -0.05 0.17 0.09
C -0.209262 2.362020 3.969247 0.24 0.27 0.04
N -1.686455 2.544307 -1.688465 0.29 -0.37 0.64
H 3.257760 5.388821 -1.890518 -0.02 -0.03 0.00
C 2.058781 -1.499519 -3.230823 0.24 0.04 -0.19
H -3.386621 2.738185 1.543029 -0.23 0.08 -0.02
O -0.112281 -1.149699 2.436119 0.17 -0.35 0.17
C 4.307065 -2.350423 -0.861293 -0.16 0.10 0.19
H -3.950440 3.473479 4.146401 -0.15 0.02 0.00
H 0.851682 4.827038 1.599522 -0.01 -0.06 -0.07
H 1.888428 -1.116135 3.010638 -0.03 -0.02 -0.05
S -0.240847 -3.043650 -0.889007 -0.30 -0.24 -0.38
H 0.240285 -4.365920 -5.063834 -0.08 0.05 0.05
H -2.201971 1.596903 0.943351 -0.58 0.27 0.25
H -0.552262 3.019000 -4.403073 0.00 0.17 0.09
C 3.495511 1.255442 -2.295453 0.29 -0.04 0.02
H 0.515372 2.039984 3.210494 0.14 -0.15 -0.22
H -7.406209 -3.288124 1.072383 0.05 0.05 0.00
C -1.828876 -3.420075 -1.416792 -0.20 0.03 -0.21
C 4.259581 0.763646 3.989776 0.02 -0.31 0.15
C -5.960602 -0.307786 1.796275 0.05 -0.13 -0.08
H -3.344124 -4.908404 -3.964162 0.03 0.03 -0.03
H 5.226947 0.793805 -1.046891 -0.04 0.00 -0.13
C -3.134905 -1.865463 -0.231147 0.20 -0.27 -0.36
H 0.745474 -0.398109 4.145798 -0.03 0.06 0.00
H -1.464687 -3.870718 -5.183469 0.08 0.00 0.04
H 5.077507 -1.881807 -1.477272 -0.05 -0.02 0.03
C -4.745571 -0.494916 1.144778 -0.10 -0.08 -0.01
As -2.023189 2.037061 3.487710 -0.59 0.30 0.25
H 3.932215 -0.566569 0.357203 -0.03 -0.07 -0.01
H -0.058328 -4.849330 -2.644395 0.14 -0.04 0.14
C -2.351462 2.431124 1.614966 0.36 -0.09 0.13
C 3.482284 3.740348 3.651641 -0.07 0.26 0.09
H 3.752315 -3.053170 -1.491281 0.03 0.09 0.06
H -2.541986 4.511847 3.789249 0.01 -0.07 0.04
Ge 3.729705 2.067808 2.606304 -0.14 0.17 0.25
H 3.199667 -2.271752 -4.921647 0.01 0.04 0.02
H -1.444029 -2.371496 4.442628 0.00 -0.03 -0.01
H 5.271563 3.027176 0.769796 0.06 -0.07 0.12
H -1.207075 -5.808797 -3.583052 -0.02 -0.02 0.01
H 6.152705 2.950656 2.321663 -0.08 -0.10 -0.11
N -2.993762 -3.055330 -0.828024 0.21 -0.11 -0.02
C -6.923442 -1.310471 1.771360 0.11 0.03 -0.04
C -5.441136 -2.681056 0.452772 -0.10 -0.07 0.04
C -0.754917 -2.929050 3.804219 0.20 0.10 0.10
H 3.072934 4.539768 3.017131 0.08 -0.14 0.11
H 2.122364 2.191086 0.756606 -0.14 0.09 -0.09
H -1.687203 3.233756 1.281794 -0.04 -0.03 0.04
C -2.879131 3.589755 4.270285 -0.02 0.17 -0.21
H 5.620659 1.741234 -2.481798 -0.03 -0.04 0.04
H -1.844321 -2.196399 2.048982 -0.01 0.10 0.00
H -4.064714 -3.872195 -2.731374 -0.08 0.13 -0.03
H 3.531988 -0.578408 -4.560016 -0.01 -0.07 0.06
C -4.471864 -1.679515 0.472639 0.08 -0.09 -0.08
H 1.794658 -2.483831 -2.836656 0.03 0.05 -0.03
H -0.358350 -3.074517 1.679292 0.04 -0.04 -0.08
O -2.318327 -0.935579 -0.261149 -1.74 -0.51 0.05
C 0.193900 3.986904 -1.491057 -0.18 -0.06 0.08
N 0.039763 4.147730 -0.166243 0.06 0.08 -0.03
C 4.983852 0.929381 -2.106042 -0.15 0.09 -0.05
C 2.186306 5.222313 -0.035662 -0.03 -0.03 0.05
C -0.604689 -3.941226 -4.508718 0.01 0.10 -0.01
N -3.738568 0.840862 -4.007890 0.20 -0.14 0.05
H -3.118088 -6.745116 -2.259918 -0.07 0.05 0.02
H 5.270703 0.017269 -2.638006 -0.04 0.10 0.05
H -0.342882 -2.927956 -4.187014 -0.05 -0.14 -0.07
Sb 2.058708 -0.173335 -1.525656 0.11 -0.04 -0.25
```
Forces are in eV/Å.

## Properties
**ΔE to the lowest compared entry with this formula, charge and spin**: 0.9004 eV
**Total charge**: -2
**HOMO level**: -1.49 eV
**Gap between HOMO and LUMO**: 5.4006 eV

no.,DFT total energy (a.u.),molar mass (Da)
1,-4341.239917,653.76
2,-8276.492151,1032.57